C91H197N5O32 | the ωB97M-V functional and the def2-TZVPD basis

XYZ file:
```
325
C91H197N5O32 the ωB97M-V functional and the def2-TZVPD basis
C 4.941 -5.315 -1.942
C 4.761 -3.881 -1.565
C 4.552 -3.847 -0.029
C 4.676 -2.506 0.665
C 5.992 -1.911 0.269
C 6.214 -1.824 -1.252
N 6.036 -3.163 -1.856
O 6.209 -3.015 -3.243
C 5.371 -0.660 -1.782
C 7.616 -1.442 -1.451
C 3.498 -3.339 -2.310
H 5.056 -5.386 -3.024
H 4.073 -5.917 -1.719
H 5.778 -5.781 -1.438
H 3.617 -4.380 0.210
H 5.294 -4.549 0.383
H 4.574 -2.605 1.745
H 3.823 -1.899 0.304
H 6.827 -2.538 0.605
H 6.176 -0.905 0.634
H 4.341 -0.639 -1.432
H 5.889 0.254 -1.427
H 5.339 -0.539 -2.891
H 7.853 -1.196 -2.494
H 7.875 -0.604 -0.792
H 8.211 -2.344 -1.178
H 2.905 -2.757 -1.610
H 2.851 -4.189 -2.641
H 3.791 -2.740 -3.179
H 7.007 -3.529 -3.375
C 3.334 -2.225 -6.459
C 2.748 -0.896 -6.895
C 2.187 -0.078 -5.716
C 3.267 0.375 -4.803
C 4.129 1.301 -5.647
C 4.800 0.641 -6.806
N 3.678 0.024 -7.559
O 4.207 -0.589 -8.730
C 5.263 1.852 -7.662
C 5.987 -0.270 -6.405
C 1.584 -1.164 -7.819
H 3.723 -2.658 -7.407
H 2.525 -2.941 -6.170
H 4.108 -2.189 -5.687
H 1.628 0.735 -6.183
H 1.513 -0.786 -5.198
H 3.791 -0.500 -4.395
H 2.830 0.913 -3.934
H 4.848 1.918 -5.074
H 3.430 2.071 -6.043
H 5.637 1.526 -8.625
H 4.430 2.564 -7.710
H 6.076 2.360 -7.106
H 6.934 0.230 -6.216
H 5.717 -0.844 -5.536
H 6.213 -1.015 -7.202
H 0.942 -0.316 -7.856
H 1.076 -2.072 -7.490
H 1.873 -1.407 -8.840
H 3.994 -0.031 -9.476
C -6.983 -3.014 2.338
C -6.459 -1.587 2.185
C -4.918 -1.760 2.272
C -4.111 -0.491 1.963
C -4.579 -0.043 0.570
C -6.100 0.214 0.393
N -6.726 -1.065 0.837
O -8.130 -0.992 0.641
C -6.565 1.522 1.082
C -6.376 0.266 -1.068
C -6.996 -0.739 3.353
H -8.027 -3.019 2.039
H -6.982 -3.420 3.370
H -6.519 -3.660 1.603
H -4.611 -2.146 3.293
H -4.592 -2.518 1.534
H -3.058 -0.726 1.861
H -4.201 0.237 2.795
H -4.242 -0.860 -0.076
H -4.080 0.852 0.163
H -7.623 1.471 1.407
H -5.898 1.823 1.883
H -6.566 2.259 0.294
H -6.017 -0.679 -1.528
H -7.440 0.281 -1.255
H -5.833 1.073 -1.549
H -6.774 -1.219 4.300
H -8.070 -0.595 3.273
H -6.507 0.228 3.404
H -8.615 -0.373 1.175
C 2.278 0.664 1.388
C 0.776 0.433 1.585
C 0.019 1.790 1.688
C -0.235 2.489 0.366
C -0.978 1.495 -0.501
C -0.228 0.197 -0.693
N 0.132 -0.325 0.584
O 0.947 -1.514 0.356
C -1.240 -0.665 -1.492
C 1.042 0.324 -1.698
C 0.547 -0.327 2.900
H 2.587 0.563 0.342
H 2.810 0.016 2.028
H 2.575 1.685 1.688
H -0.947 1.615 2.192
H 0.699 2.344 2.368
H 0.700 2.703 -0.173
H -0.786 3.444 0.510
H -1.327 1.930 -1.426
H -1.851 1.231 0.111
H -2.238 -0.540 -1.058
H -1.283 -0.229 -2.487
H -1.045 -1.733 -1.624
H 1.453 -0.655 -1.837
H 0.605 0.661 -2.635
H 1.809 1.032 -1.404
H -0.523 -0.499 2.980
H 0.828 0.212 3.808
H 0.999 -1.351 2.934
H 0.403 -2.235 0.683
C 3.253 -8.674 3.911
C 2.445 -7.542 3.198
C 0.974 -8.067 3.163
C -0.037 -7.088 2.582
C 0.075 -5.835 3.496
C 1.556 -5.325 3.623
N 2.383 -6.393 4.051
O 3.809 -5.930 4.054
C 1.979 -4.529 2.348
C 1.457 -4.295 4.719
C 2.986 -7.396 1.764
H 4.328 -8.722 3.666
H 2.801 -9.600 3.617
H 3.125 -8.497 4.993
H 0.991 -9.058 2.689
H 0.746 -8.158 4.246
H -1.075 -7.451 2.481
H 0.153 -6.810 1.525
H -0.294 -6.062 4.490
H -0.555 -5.003 3.163
H 1.540 -4.977 1.448
H 1.667 -3.470 2.430
H 3.056 -4.488 2.247
H 1.158 -4.806 5.638
H 2.366 -3.768 4.915
H 0.731 -3.557 4.389
H 3.341 -8.389 1.460
H 3.812 -6.668 1.705
H 2.200 -7.045 1.072
H 4.014 -5.790 4.978
C -0.906 -2.281 7.078
C -1.631 -1.252 6.294
O -2.981 -1.680 6.400
C -4.024 -0.941 5.893
O -3.842 -0.020 5.147
O -5.263 -1.353 6.238
C -5.517 -2.458 7.059
H 0.169 -2.067 7.057
H -1.124 -3.278 6.669
H -1.366 -2.231 8.086
H -1.285 -1.209 5.267
H -1.646 -0.187 6.630
H -6.548 -2.752 6.888
H -5.448 -2.233 8.118
H -4.875 -3.290 6.838
C 2.570 3.775 -2.447
C 2.338 4.980 -1.555
O 3.045 6.088 -2.097
C 2.359 6.647 -3.125
O 1.161 6.444 -3.422
O 3.199 7.528 -3.730
C 2.687 8.093 -4.985
H 2.473 4.150 -3.472
H 1.757 3.059 -2.316
H 3.595 3.384 -2.357
H 2.723 4.889 -0.528
H 1.308 5.302 -1.433
H 3.579 8.225 -5.599
H 2.191 9.059 -4.808
H 1.998 7.414 -5.535
C -0.664 -2.949 -4.577
C -1.839 -3.821 -4.335
O -2.517 -3.376 -3.140
C -3.745 -3.844 -2.889
O -4.293 -4.584 -3.625
O -4.203 -3.280 -1.831
C -5.517 -3.607 -1.383
H 0.089 -2.937 -3.780
H -1.039 -1.923 -4.631
H -0.152 -3.175 -5.516
H -1.604 -4.875 -4.176
H -2.468 -3.742 -5.224
H -5.765 -3.113 -0.468
H -5.525 -4.688 -1.259
H -6.243 -3.313 -2.120
C -5.731 7.113 5.437
C -5.122 7.086 4.016
O -3.976 6.251 3.756
C -4.301 4.931 3.635
O -5.465 4.488 3.530
O -3.152 4.225 3.516
C -3.316 2.817 3.520
H -6.467 6.332 5.740
H -6.194 8.098 5.397
H -4.959 7.165 6.179
H -4.810 8.092 3.826
H -5.830 6.776 3.243
H -4.109 2.545 4.244
H -2.408 2.303 3.770
H -3.710 2.563 2.523
C -0.490 -4.514 -0.704
O -0.613 -3.933 0.584
C -1.987 -3.790 0.879
C -2.795 -5.054 1.121
O -3.109 -5.666 -0.151
C -3.530 -7.028 -0.013
C -4.003 -7.509 -1.399
O -4.442 -8.865 -1.349
C -4.577 -9.477 -2.614
H -1.058 -3.985 -1.496
H -0.712 -5.566 -0.780
H 0.561 -4.466 -1.004
H -2.454 -3.256 0.066
H -2.005 -3.169 1.795
H -3.728 -4.826 1.701
H -2.243 -5.781 1.709
H -4.307 -7.084 0.723
H -2.689 -7.674 0.332
H -3.094 -7.422 -2.032
H -4.829 -6.887 -1.725
H -3.608 -9.494 -3.128
H -5.357 -8.989 -3.244
H -4.836 -10.525 -2.420
C -4.752 -0.457 -4.044
O -5.395 0.770 -4.264
C -4.769 2.004 -4.280
C -3.663 2.063 -5.305
O -2.447 1.453 -4.809
C -1.559 0.855 -5.810
C -0.801 1.891 -6.656
O 0.158 2.656 -5.983
C -0.289 3.914 -5.553
H -3.895 -0.340 -3.375
H -4.378 -0.836 -4.996
H -5.451 -1.157 -3.634
H -4.403 2.243 -3.276
H -5.590 2.695 -4.515
H -3.446 3.096 -5.624
H -4.104 1.540 -6.144
H -2.197 0.309 -6.507
H -0.915 0.169 -5.228
H -1.572 2.519 -7.094
H -0.337 1.337 -7.452
H -1.169 3.853 -4.914
H -0.605 4.545 -6.381
H 0.436 4.510 -4.955
C 5.366 3.354 0.585
O 4.122 3.600 1.278
C 4.111 4.768 2.052
C 2.841 4.736 2.857
O 1.789 5.240 2.014
C 0.535 5.270 2.731
C -0.434 6.038 1.816
O -0.038 7.355 1.830
C 0.841 7.683 0.762
H 5.503 4.188 -0.046
H 5.345 2.389 0.141
H 6.249 3.196 1.190
H 4.268 5.727 1.491
H 4.875 4.759 2.844
H 2.909 5.399 3.733
H 2.509 3.751 3.123
H 0.640 5.735 3.730
H 0.167 4.253 2.876
H -1.501 6.028 2.093
H -0.405 5.621 0.810
H 1.041 8.735 0.799
H 0.367 7.362 -0.178
H 1.791 7.136 0.857
C -6.533 9.228 1.110
O -5.302 8.797 0.648
C -4.155 9.474 1.082
C -2.872 8.901 0.514
O -2.534 9.453 -0.799
C -3.228 8.763 -1.864
C -2.479 7.594 -2.426
O -2.528 6.510 -1.579
C -1.888 5.351 -2.117
H -6.512 9.388 2.220
H -7.319 8.522 0.830
H -6.751 10.235 0.698
H -4.175 9.353 2.172
H -4.081 10.569 0.954
H -2.861 7.813 0.456
H -2.090 9.254 1.213
H -3.294 9.498 -2.696
H -4.232 8.447 -1.537
H -1.464 7.999 -2.608
H -2.974 7.284 -3.383
H -2.388 4.991 -3.017
H -1.992 4.590 -1.336
H -0.809 5.419 -2.314
C 7.457 -1.495 7.014
O 7.481 -2.635 6.147
C 6.287 -2.997 5.507
C 5.853 -2.056 4.409
O 5.147 -1.014 5.064
C 4.536 -0.058 4.212
C 4.046 1.072 5.070
O 5.111 1.906 5.492
C 4.871 2.456 6.778
H 6.828 -1.649 7.875
H 7.132 -0.560 6.526
H 8.466 -1.404 7.380
H 5.471 -3.092 6.198
H 6.510 -3.962 5.003
H 5.165 -2.605 3.749
H 6.698 -1.682 3.811
H 3.653 -0.507 3.766
H 5.190 0.196 3.384
H 3.508 0.601 5.884
H 3.372 1.724 4.490
H 4.062 3.195 6.796
H 5.795 3.019 6.956
H 4.786 1.690 7.567
```

Summary:
- E_tot: -6266.40786 a.u.
- Frontier orbital gap: 8.7 eV
- LUMO: 0.013 Eh
- Highest occupied orbital energy: -8.34 eV